{"formula": "C19H44HgNO2P2", "method": "ωB97M-V/def2-TZVPD", "relative_energy_ev": 3.016, "total_charge": 1, "orbital_gap_ev": 6.98, "species": ["Hg", "P", "P", "N", "C", "H", "H", "C", "H", "H", "C", "H", "H", "C", "H", "H", "C", "C", "H", "H", "H", "C", "C", "H", "H", "H", "C", "C", "H", "H", "H", "C", "C", "H", "H", "H", "C", "C", "H", "H", "H", "C", "H", "H", "H", "C", "H", "H", "H", "C", "H", "H", "H", "H", "H", "H", "H", "O", "H", "H", "C", "C", "O", "H", "H", "H", "H", "H", "H"], "xyz": [[0.118, -0.102, -0.305], [1.797, -0.423, 1.291], [-1.231, 0.632, -2.065], [1.483, 1.544, -0.944], [2.586, 1.238, 1.230], [2.620, 1.655, 2.251], [3.641, 1.104, 0.916], [1.899, 2.232, 0.297], [0.992, 2.656, 0.762], [2.561, 3.064, 0.017], [0.950, 2.348, -2.069], [1.349, 1.904, -2.992], [1.359, 3.360, -1.975], [-0.579, 2.343, -2.100], [-0.938, 2.875, -3.000], [-0.978, 2.879, -1.222], [-3.039, 0.669, -1.878], [-3.578, 0.498, -0.455], [-3.466, 1.403, 0.155], [-3.079, -0.338, 0.058], [-4.652, 0.257, -0.490], [-0.828, -0.115, -3.689], [-1.211, -1.612, -3.731], [-0.407, -2.183, -4.211], [-2.126, -1.778, -4.311], [-1.354, -2.004, -2.717], [3.122, -1.625, 0.943], [2.738, -3.015, 1.471], [3.345, -3.810, 1.004], [1.687, -3.222, 1.274], [2.925, -3.070, 2.554], [1.232, -0.594, 3.023], [0.320, -1.804, 3.285], [-0.208, -1.666, 4.245], [0.883, -2.743, 3.347], [-0.434, -1.912, 2.495], [-0.716, -1.845, -0.063], [-1.480, 0.674, -4.857], [-2.209, 1.406, -4.500], [-0.724, 1.206, -5.452], [-1.999, -0.018, -5.534], [4.399, -1.101, 1.626], [4.904, -1.918, 2.161], [5.087, -0.687, 0.890], [4.178, -0.316, 2.360], [2.428, -0.549, 3.988], [2.070, -0.587, 5.029], [3.097, -1.405, 3.844], [3.016, 0.371, 3.880], [-3.664, -0.351, -2.832], [-3.326, -1.375, -2.620], [-4.757, -0.351, -2.736], [-3.415, -0.112, -3.866], [-3.303, 1.690, -2.224], [0.626, 0.314, 3.178], [0.259, -0.044, -3.767], [3.290, -1.684, -0.150], [-1.157, -2.907, 0.012], [2.244, 0.947, -1.281], [0.978, -1.070, -1.474], [-2.824, 1.453, 2.844], [-1.948, 0.385, 2.254], [-1.131, 0.973, 1.182], [-2.225, 2.287, 3.214], [-3.341, 0.995, 3.696], [-3.589, 1.833, 2.169], [-1.289, 0.063, 3.070], [-2.450, -0.517, 1.926], [-0.527, 1.592, 1.569]]}